(1)
99
Properties=species:S:1:pos:R:3:forces:R:3:mulliken_charge:R:1 method="wB97M-V/def2-TZVPD" homo_lumo_gap_ha=0.1272 e_lumo_ev=-8.479 homo_energy_ha=-0.4388 de_lowest_kj_mol=67.9 e_tot_ha=-2670.886879 charge=+1
Tl -28.98230 0.47013 8.59878 -0.1809 0.6239 -0.0350 1.049
O -26.24971 2.12146 8.30567 -2.2867 4.0655 1.8148 -0.440
C -26.57520 3.37567 8.78228 4.2093 -4.8070 -0.0978 1.262
C -27.86097 4.12688 8.16030 -6.8460 0.4030 -1.3114 0.094
O -29.11867 3.44507 8.31668 5.2442 1.7539 -0.3793 -0.470
H -25.75507 4.00765 8.44156 -0.2139 0.8004 -0.9333 0.131
H -26.63552 3.55510 9.85572 -0.9797 -0.8984 0.3580 -0.422
H -27.57922 4.44197 7.15560 0.1111 -1.3474 -0.6274 0.200
H -27.94530 5.10286 8.63827 0.5113 -0.2363 1.1786 -0.355
C -31.17756 3.58688 4.60622 -1.5952 -0.3771 1.2447 -0.098
C -29.70563 3.47975 4.99009 -0.2466 -0.8733 -0.2976 0.688
O -29.07300 3.87128 3.77459 1.0969 0.2828 0.7825 -0.365
C -29.97399 3.77608 2.77240 0.9207 -0.7083 -1.4419 0.579
O -29.69396 3.48192 1.64937 -0.1910 0.7526 0.6354 -0.518
O -31.18962 3.98319 3.25432 -0.9910 -0.1208 0.0573 -0.388
H -31.86648 4.18993 5.19768 0.6811 0.9018 -0.1187 0.143
H -31.68485 2.63160 4.74121 0.3105 -0.4696 -0.5244 0.160
H -29.44772 2.43060 5.13452 -0.0632 -0.1752 0.0935 0.135
H -29.38611 3.95649 5.91677 0.0284 0.7722 -0.5837 -0.470
C -26.06934 1.74868 13.33383 -0.1582 0.3944 -2.0174 -0.191
C -26.43680 3.21289 13.01433 2.1096 -0.1509 1.5980 1.207
O -26.65812 3.71348 14.38354 -1.0821 2.4044 -1.6785 -0.431
C -26.72323 2.75352 15.24602 -0.6630 -2.5631 4.6448 0.596
O -26.93533 2.73686 16.46870 0.4662 1.2417 -3.7669 -0.593
O -26.51864 1.58791 14.62134 -0.1195 -1.5673 0.9255 -0.364
H -25.01502 1.49306 13.22813 0.0482 0.1540 0.1371 0.219
H -26.64841 1.14273 12.63699 0.1119 -0.4597 0.2175 0.285
H -27.22795 3.22362 12.26462 -0.4674 0.7260 0.7343 -0.851
H -25.56128 3.80669 12.75171 -0.2971 -0.1471 -0.6186 -0.024
C -27.01874 8.18280 6.31010 -0.4386 -0.9306 -0.7173 0.517
C -26.71722 9.49225 6.94343 2.7069 -0.9906 1.3763 0.238
O -27.55648 10.40258 6.41219 -1.2504 1.3208 -0.6468 -0.327
C -28.40918 9.81134 5.55993 -1.7860 1.7435 -1.1030 0.599
O -29.25633 10.45522 4.98202 1.3461 -1.9928 0.7713 -0.541
O -28.15855 8.47158 5.48541 -0.1676 0.0851 0.2008 -0.322
H -27.22349 7.47297 7.11155 -0.5166 -0.4293 -0.3755 -0.326
H -26.21464 7.78398 5.69168 -0.1148 0.0537 -0.1279 0.119
H -25.68379 9.72466 6.68637 0.0947 0.4900 0.5028 0.339
H -26.86090 9.36172 8.01600 0.2033 0.7039 -0.0406 -0.332
C -25.05585 4.39110 5.11997 0.4348 -0.0772 0.7304 -0.930
C -23.66095 3.83933 5.58287 -3.4208 -0.5489 -1.5293 0.703
O -23.56270 2.74174 6.05188 -0.1653 -1.7240 1.1782 -0.625
N -22.66464 4.62203 5.37916 3.8776 2.6220 -0.4609 -0.200
C -21.29713 4.32033 5.86722 -0.3684 -0.1203 0.5895 -0.816
H -25.27926 4.65993 4.08754 0.6722 -0.5697 -0.2977 0.536
H -25.19729 5.35361 5.61157 -0.3394 -0.0023 0.5462 0.053
H -25.75309 3.61958 5.44663 -0.2309 0.3053 0.0105 0.226
H -22.84326 5.54831 5.01831 0.1761 -0.2046 -0.0004 0.204
H -21.19330 4.67949 6.89110 0.0347 0.3005 0.0538 0.273
H -20.49403 4.75696 5.27354 -0.4334 0.0538 -0.2372 0.326
H -21.13117 3.24805 5.97105 -0.3189 0.0323 -0.5058 0.296
C -21.85863 2.15057 11.81360 -0.8652 0.4137 0.0429 -1.266
C -23.22342 1.98391 11.13715 1.6773 -4.1048 -0.6608 0.584
O -23.54597 0.90563 10.67329 -0.2322 -0.7879 0.5195 -0.616
N -24.04997 2.99947 10.99364 -1.5556 2.3018 -0.1949 0.673
C -23.50200 4.21730 10.52376 -0.4553 2.2920 0.3884 -1.098
H -21.17527 2.56862 11.07443 0.1205 0.4339 0.3832 0.395
H -21.39574 1.23013 12.16944 -0.5929 -0.2505 -0.3930 0.342
H -22.05074 2.75696 12.69874 0.6283 0.5340 -0.1560 0.320
H -25.01763 2.84639 10.74812 0.6002 -0.8737 -0.1968 -0.376
H -22.50299 4.10380 10.10281 0.0180 0.2853 0.5908 0.312
H -23.68067 4.95623 11.30488 1.3705 0.4380 0.3327 0.396
H -24.06008 4.75287 9.75577 -0.4850 -0.7932 -0.7526 0.284
C -30.44191 9.99975 9.74825 1.1046 -0.7084 1.1421 -1.049
C -28.88458 10.04877 10.04389 -2.7602 -0.1981 -1.0404 0.708
O -28.24208 11.02481 10.23765 0.3730 3.2668 0.3542 -0.605
N -28.16629 8.93079 10.01033 1.5282 -1.2093 0.5101 -0.132
C -28.51557 7.56671 9.90735 -0.1151 -0.1656 -1.1376 -1.032
H -30.73552 9.79702 8.71830 0.4886 0.4596 -0.1931 0.280
H -30.94371 10.87055 10.17016 0.2880 0.0729 -0.3376 0.326
H -30.83753 9.13431 10.27988 -0.0936 -0.1110 0.2608 0.277
H -27.18637 9.17272 9.97396 -0.0645 -0.1453 0.4916 0.326
H -28.74935 7.45607 8.84849 -0.7548 -1.0302 -0.1311 0.214
H -29.33169 7.28885 10.57433 0.0764 -0.2025 -0.1350 0.258
H -27.62023 6.96751 10.07293 -0.1327 -0.0885 0.4143 0.429
C -33.92468 1.61386 7.68214 -0.7485 0.3905 1.0931 -1.504
C -32.48427 2.09199 7.54495 0.3628 -2.9504 -1.2687 0.747
O -31.57489 1.27890 7.26421 -0.2262 -0.0585 0.8935 -0.639
N -32.15320 3.36319 7.59997 -0.8277 3.6618 0.9309 0.612
C -33.10383 4.49309 7.92100 -0.5928 -1.9571 0.9254 -1.185
H -34.36779 1.97805 8.60903 0.0594 0.8758 0.0769 0.365
H -34.13054 0.56470 7.89430 1.1070 -0.3239 -0.8136 0.376
H -34.61470 1.92189 6.89658 0.3459 0.1889 -0.2060 0.358
H -31.18987 3.56020 7.83077 0.2051 -0.2595 -0.4781 -0.055
H -33.62859 4.13754 8.80776 -0.2554 0.2724 0.2303 0.434
H -33.90380 4.58598 7.18648 0.4928 0.2844 -0.3495 0.332
H -32.67002 5.44350 8.23184 0.5006 -0.2671 -0.6761 0.347
C -29.89998 2.21008 13.34648 0.7951 -0.4571 0.0363 -1.301
C -29.62653 2.57767 11.89348 -2.9844 1.4028 2.7403 0.442
O -28.91523 1.87993 11.23854 2.6030 -2.4249 -2.0911 -0.384
N -30.09175 3.70163 11.35460 -1.4766 2.0904 -0.3563 0.099
C -31.41903 4.39608 11.60169 1.0710 -0.9288 -0.2488 -0.790
H -30.84471 2.22591 13.88994 -0.4772 0.1414 -0.9489 0.518
H -29.29065 2.85659 13.97801 0.4160 -0.0230 -0.0571 0.293
H -29.50141 1.19557 13.34813 -0.0533 0.0337 0.6857 0.304
H -29.75909 3.73579 10.40157 -0.1870 0.3372 -0.3437 0.094
H -31.41291 5.48573 11.62889 0.7667 -0.0416 0.1636 0.237
H -31.83033 4.03736 12.54522 -0.1254 -0.0664 -0.2778 0.376
H -32.02882 4.14760 10.73307 -0.4001 -0.2459 0.3306 0.196

***

(2)
104
Properties=species:S:1:pos:R:3:forces:R:3:mulliken_charge:R:1 method="wB97M-V/def2-TZVPD" homo_lumo_gap_ha="0.1844 / 0.1998" e_lumo_ev="-1.711 / -1.712" homo_energy_ha="-0.2472 / -0.2627" multiplicity=2 de_lowest_kj_mol=237.2 e_tot_ha=-2557.690614
Ir 0.26280 0.17730 -0.01323 0.2821 -0.4835 -0.2902 0.846
C 3.42219 2.39073 -6.66678 0.0086 0.0078 -0.0470 -0.416
C 4.06511 2.02441 -5.49594 0.0828 0.0473 -0.0083 -0.778
C 3.33266 1.55219 -4.42235 -0.0591 -0.0483 0.0777 0.022
C 1.94732 1.44534 -4.50374 0.1067 0.0968 -0.2315 -1.079
C 1.31121 1.79673 -5.68757 -0.0772 -0.0698 0.1046 0.089
C 2.04739 2.26106 -6.76466 -0.0152 0.0700 -0.0992 -0.771
C 1.20629 1.03200 -3.28919 -0.1872 -0.3479 0.7931 1.408
C 0.72343 2.03460 -2.44670 -0.0109 -0.4259 0.1446 -0.139
C 0.64850 3.42650 -2.74941 -0.3420 0.3950 0.4087 -1.335
C -0.18818 3.98697 -1.82407 0.3417 -0.0410 -0.5608 -1.390
C -0.62961 2.93680 -0.96749 0.1251 -0.6224 -0.0153 0.145
N 0.02645 1.77929 -1.29850 0.2280 0.4827 0.6288 0.160
C -1.71913 2.98772 -0.09909 0.2666 -0.5742 0.1668 1.088
C -2.26002 1.88101 0.56666 0.1216 0.1967 -0.3130 0.264
C -3.38368 1.97809 1.45029 -0.0749 -0.4250 0.2095 -1.125
C -3.42609 0.81484 2.15013 0.0834 0.4551 -0.2611 -1.198
C -2.32253 0.01392 1.69213 -0.1484 -0.3332 0.0989 0.138
C -1.90009 -1.15237 2.35505 0.7425 0.0182 -0.9474 1.073
C -2.40621 -1.37849 3.71688 -0.2960 -0.1070 0.5647 0.107
C -2.31447 -0.31715 4.62415 0.0855 -0.0337 -0.1335 -0.110
C -2.69971 -0.46358 5.94139 -0.0886 -0.0682 0.1527 -0.981
C -3.17715 -1.68327 6.39479 0.0021 0.0241 -0.0262 -0.482
C -3.27772 -2.74355 5.50988 -0.0837 -0.0817 0.0690 -0.907
C -2.91502 -2.59048 4.18337 -0.0626 0.1019 -0.2056 -0.319
C -0.90077 -2.01156 1.83634 -0.1844 0.9335 0.0089 0.386
N -0.04774 -1.67658 0.81323 0.1105 0.1173 0.0267 0.072
C 0.69889 -2.77324 0.52305 0.4540 0.6804 -0.4219 -0.284
C 1.64150 -2.85859 -0.54777 -1.8757 1.1146 -0.1457 0.326
C 2.86811 -3.56817 -0.34716 1.1492 -1.0764 0.1066 1.512
C 3.80291 -3.84896 -1.36556 -0.4214 0.0577 0.1141 -0.131
C 4.99254 -4.49039 -1.09282 0.1999 -0.1577 0.0441 -0.952
C 5.31549 -4.87837 0.20037 -0.1998 0.1631 -0.0363 -0.483
C 4.43443 -4.57286 1.22949 0.3292 -0.2096 -0.0015 -1.177
C 3.25394 -3.91791 0.96769 -0.3210 0.2203 -0.2743 -0.420
C 1.31352 -2.14875 -1.75372 0.0101 0.3065 0.8290 0.171
C 1.63035 -2.51337 -3.07785 0.2967 0.6993 -0.7592 -1.185
C 1.52928 -1.37458 -3.84396 0.1311 -0.7375 0.2748 -1.120
C 1.10896 -0.33333 -2.98136 -0.0770 0.5363 -0.0755 0.038
N 0.82132 -0.86359 -1.74427 -0.9312 -0.2488 0.4366 0.235
C 0.32606 -3.83402 1.37399 -0.5479 -0.0158 0.9817 -1.886
C -0.64570 -3.34853 2.21535 0.6283 -0.8480 -0.2807 -0.933
N -1.72806 0.62089 0.62732 0.5009 -0.1065 -0.4045 -0.104
C -2.32121 4.31043 0.17778 -0.1512 0.2257 0.0638 -1.079
C -3.20872 4.91161 -0.70582 0.0623 -0.1054 0.0215 0.094
C -3.76701 6.14087 -0.40032 -0.0961 0.0777 -0.0436 -0.845
C -3.43932 6.77966 0.78402 -0.0527 0.0842 0.0053 -0.423
C -2.55238 6.18700 1.66787 -0.0390 0.0685 0.0452 -0.814
C -2.00020 4.95553 1.36744 0.0444 -0.0435 -0.0106 0.277
H 3.98922 2.78688 -7.49595 0.0506 -0.0144 -0.0865 0.384
H 5.13730 2.12548 -5.41140 0.0770 -0.0111 0.0093 0.418
H 3.82299 1.28220 -3.49849 0.0783 -0.0291 0.1180 0.599
H 0.23702 1.71354 -5.76079 -0.1281 -0.0002 0.0145 0.474
H 1.54276 2.54145 -7.67792 -0.0435 0.0089 -0.0598 0.403
H 1.15387 3.90047 -3.56824 -0.0110 0.1145 -0.1849 0.624
H -0.51946 5.00365 -1.75497 -0.0501 0.2261 -0.0614 0.653
H -4.04044 2.82557 1.51364 -0.0733 0.0843 0.0775 0.592
H -4.12781 0.51965 2.90612 -0.0994 -0.0042 0.0928 0.730
H -1.93719 0.63260 4.27803 0.1376 0.0584 -0.0178 0.579
H -2.62825 0.37639 6.61711 0.0277 0.0617 0.0377 0.437
H -3.48976 -1.80152 7.42133 0.0292 -0.0214 0.1031 0.388
H -3.65026 -3.69845 5.85386 -0.0821 -0.0297 -0.0137 0.409
H -3.07465 -3.40396 3.49260 0.0242 -0.0880 -0.0362 0.618
H 3.59632 -3.55185 -2.37997 0.0842 0.0309 0.0031 0.197
H 5.69134 -4.68256 -1.89641 -0.0205 0.0064 -0.0433 0.437
H 6.25067 -5.37643 0.40618 0.0769 -0.0383 0.0161 0.405
H 4.68203 -4.83898 2.24831 0.0095 0.0492 0.0367 0.394
H 2.62029 -3.63663 1.79355 0.0715 0.0549 0.0468 0.429
H 1.86796 -3.50339 -3.41025 0.1302 -0.1659 -0.0708 0.891
H 1.73788 -1.25345 -4.88888 0.0111 -0.0268 -0.2055 0.632
H 0.71510 -4.83066 1.32682 0.0532 -0.2238 0.0104 0.735
H -1.13976 -3.89845 2.98705 -0.1241 -0.1127 0.1066 0.571
H -3.47109 4.40289 -1.62221 -0.0105 -0.0358 -0.1012 0.482
H -4.46944 6.59603 -1.08449 -0.0189 0.0329 -0.0406 0.397
H -3.88132 7.73609 1.02109 -0.0282 0.0826 0.0133 0.380
H -2.30005 6.68105 2.59571 0.0280 0.0147 0.0377 0.414
H -1.31672 4.47848 2.05449 0.0848 -0.0506 0.0533 0.440
C 2.23495 -0.01370 0.01628 -0.0092 0.2467 0.2249 0.268
C 3.42067 -0.25816 0.00173 -0.6946 0.2990 0.0131 -0.202
C 4.81547 -0.48929 -0.00420 0.2419 -0.0647 -0.0331 0.190
C 5.57946 -0.26839 1.14277 0.0105 -0.0045 -0.0885 -0.315
C 6.94024 -0.49780 1.11511 0.1117 0.0157 0.0259 -0.700
C 7.55213 -0.94004 -0.04731 0.0916 -0.0237 -0.0590 -0.564
C 6.79774 -1.15422 -1.19112 0.1149 -0.0095 -0.0207 -0.860
C 5.43571 -0.93113 -1.17331 0.1210 0.0619 0.0836 -0.176
H 5.10042 0.10508 2.03576 -0.0799 -0.0292 0.0746 0.482
H 7.53310 -0.31714 1.99918 0.0604 0.0095 0.0962 0.427
H 8.61929 -1.09903 -0.06668 0.1206 -0.0516 0.0030 0.405
H 7.27333 -1.48803 -2.10243 0.0660 -0.0322 -0.0574 0.443
H 4.84107 -1.07845 -2.06238 -0.1036 -0.0438 -0.0761 0.489
C 0.59343 2.34322 3.86803 0.1152 -0.2887 -0.3946 -1.411
C 1.30983 1.58045 2.72267 1.1241 0.0095 0.3242 1.529
C 2.35805 2.52239 2.08964 -0.2358 -0.3793 0.2167 -1.552
C 1.97993 0.32496 3.32168 -0.1200 0.4543 -0.2102 -1.092
O 0.34669 1.23364 1.81023 -1.5069 -0.3064 -1.0873 0.837
H 1.30124 2.95488 4.42115 0.0854 0.0640 0.1222 0.415
H 0.13014 1.64447 4.56019 -0.1227 -0.1037 0.0728 0.331
H -0.18132 2.98270 3.45191 -0.0540 0.1116 -0.0796 -0.007
H 3.00861 2.93985 2.85534 0.1487 0.1042 0.0383 0.580
H 1.83550 3.32810 1.57450 -0.0130 0.1205 -0.0121 0.175
H 2.95799 1.97493 1.36722 0.0368 0.0555 -0.0744 0.143
H 2.63216 0.60672 4.14243 0.1841 -0.0454 0.2403 0.553
H 2.55758 -0.19839 2.56609 0.0839 -0.0492 -0.1001 -0.175
H 1.20577 -0.34749 3.68714 -0.1118 -0.0635 0.1173 0.087

***

(3)
21
Properties=species:S:1:pos:R:3:forces:R:3:mulliken_charge:R:1 method="wB97M-V/def2-TZVPD" homo_lumo_gap_ha="0.1284 / 0.4333" e_lumo_ev="0.590 / 0.329" homo_energy_ha="-0.1068 / -0.4212" multiplicity=2 de_lowest_kj_mol=0.0 e_tot_ha=-440.195320
C 0.59736 -0.80151 1.62631 -0.6812 -0.1590 -0.1223 -1.257
O -0.10333 -1.43668 0.54775 -0.0946 -0.2294 0.1619 -0.251
C 1.27974 0.44365 1.13353 0.4025 -0.0346 0.9257 -0.864
N 0.29022 1.42944 0.61108 0.6299 -0.0551 -0.3106 -1.467
H 1.25117 -1.55588 2.06379 0.4170 0.2647 -0.1209 0.341
H -0.09972 -0.50959 2.41682 -0.0751 -0.0674 -0.1021 0.532
H -1.05928 -1.33865 0.65054 -0.0197 0.1652 0.0131 0.144
H 1.72853 0.95066 2.00325 0.0800 -0.0413 -0.0075 0.710
H 2.08849 0.25312 0.43729 -0.2319 -0.0222 -0.3157 0.293
H 0.29979 2.26850 1.27774 -0.3686 0.0975 -0.0359 1.240
H -0.66461 1.05019 0.50022 0.0714 0.1809 0.3596 0.059
H 0.56915 1.75127 -0.32399 -0.1027 0.1135 -0.0739 0.405
H -3.30182 0.53981 0.19772 0.2758 0.0452 0.0906 0.247
H -2.15974 0.49387 -0.84054 -0.0446 0.0746 -0.0965 0.267
O -2.35133 0.36843 0.10351 -0.2736 -0.1809 -0.1857 -0.546
H 0.52563 -1.75653 -1.07120 0.0151 0.0932 0.1584 0.421
H 0.93399 -2.48143 -2.35203 -0.0253 0.1197 -0.1987 0.329
O 0.75738 -1.60117 -2.00450 0.1175 -0.3703 0.0528 -0.744
H -0.02952 0.99164 -2.99855 -0.1694 0.2035 0.1213 0.224
H -0.16294 0.00776 -1.87750 0.0392 0.1855 -0.2493 0.432
O -0.38916 0.93308 -2.10124 0.0383 -0.3831 -0.0646 -0.512

***

(4)
20
Properties=species:S:1:pos:R:3:forces:R:3:mulliken_charge:R:1 method="wB97M-V/def2-TZVPD" homo_lumo_gap_ha=0.3372 e_lumo_ev=0.188 homo_energy_ha=-0.3303 smiles="CN(C)CC(=O)C(=C=O)C=O" de_lowest_kj_mol=256.0 e_tot_ha=-552.507616
C 1.93392 0.06258 -0.29706 -1.9676 0.0539 -1.5470 0.089
C 1.85166 -1.17986 -0.72849 -1.0137 -2.7395 0.0648 0.658
C 0.89363 1.12500 -0.61858 0.5599 1.8116 0.5523 0.510
C 3.14524 0.56155 0.26725 -0.6470 2.2120 1.0485 -0.209
C -0.58153 1.09736 -0.18392 0.3923 -1.1856 0.6448 -0.743
C -0.98842 -0.83408 1.28691 -3.5861 -1.9621 -1.3764 -0.956
C -2.33338 -0.47935 -0.76230 -1.1517 0.1635 1.5559 -1.122
N -1.08380 -0.26153 -0.06962 0.4822 0.0038 0.0312 0.181
O 1.74703 -2.30240 -1.02945 0.4371 2.1951 0.2998 -0.364
O 1.31748 2.19174 -1.02958 -0.2612 -0.9084 0.0397 -0.542
O 3.98061 -0.10031 0.78902 1.6133 -0.7651 0.2916 -0.497
H 3.04777 1.69048 0.34697 0.8033 -0.7457 -0.1401 0.347
H -0.69053 1.61995 0.82090 0.2961 -0.0511 -1.2937 0.282
H -1.08830 1.62144 -0.98915 -0.2511 0.2563 0.2607 0.430
H -2.16736 -1.07851 1.67189 3.1698 0.7285 -0.6700 0.263
H -0.44667 -1.81155 1.24917 -0.4202 0.8126 0.3314 0.184
H -0.52680 -0.11990 1.90409 0.6055 0.5667 1.1601 0.448
H -2.54348 -1.53542 -0.77998 0.1977 -0.6107 -0.3706 0.395
H -3.24103 -0.14488 -0.02188 1.5318 0.1556 -2.2097 0.269
H -2.22605 -0.12232 -1.82618 -0.7903 0.0085 1.3265 0.378